87
Properties=species:S:1:pos:R:3:forces:R:3:lowdin_charge:R:1 method="wB97M-V/def2-TZVPD" lumo_energy_ev=-3.719 molar_mass_g_mol=931.7 total_charge=+1 homo_ev=-11.144 orbital_gap_ev=7.425 de_lowest_ev=0.000 max_force_ev_per_a=1.0 e_tot_ev=-139881.6253
Ta -0.14275 1.59725 -0.67297 0.4825 -0.7814 0.2494 1.8191
C 3.20416 -3.33941 -2.94674 0.0109 -0.0220 0.0022 -0.0557
O 1.93661 -3.87315 -3.30497 -0.0039 0.0131 -0.0147 -0.0516
C 0.86281 -3.07615 -3.15874 -0.0080 0.0094 0.0143 -0.2685
C -0.37856 -3.62604 -3.49047 -0.0186 0.0192 0.0056 0.0202
C -1.51651 -2.86447 -3.34537 0.0019 -0.0627 -0.0593 -0.0045
C -1.48289 -1.54394 -2.88267 -0.1104 0.0420 0.0205 -0.0943
C -2.71862 -0.71112 -2.85840 -0.0467 -0.0641 0.0111 -0.3813
C -4.04498 -1.39347 -2.62911 0.0461 -0.0165 0.0120 0.0037
O -2.65673 0.48382 -3.04925 0.0558 0.1308 0.0588 0.0688
C -0.23854 -1.03218 -2.52823 0.4351 -0.1190 0.2800 -0.2680
O -0.08633 0.16250 -1.90105 -0.5972 0.6430 -0.5200 -0.2536
C 0.92763 -1.77621 -2.67415 0.0694 0.0021 0.0396 0.0470
H 3.92503 -4.12837 -3.13634 0.0043 -0.0056 0.0007 0.1019
H 3.23170 -3.06566 -1.88800 -0.0059 -0.0096 -0.0048 0.0776
H 3.44925 -2.46725 -3.55672 0.0042 0.0028 -0.0057 0.1041
H -0.41831 -4.63941 -3.86463 -0.0118 -0.0020 0.0033 0.1275
H -2.46982 -3.29720 -3.62094 0.0167 0.0042 0.0037 0.1192
H -4.34311 -1.94299 -3.52462 -0.0014 0.0000 0.0013 0.0924
H -4.79804 -0.63727 -2.42204 0.0054 0.0064 -0.0068 0.0873
H -3.98813 -2.10435 -1.80397 0.0041 -0.0037 -0.0071 0.0903
H 1.85933 -1.32127 -2.36660 -0.0236 -0.0068 0.0002 0.1138
O 1.31192 0.45832 0.25077 -0.6539 -0.0928 0.0765 -0.4466
P 1.94775 -0.36434 1.38980 -0.0581 0.0494 -0.0240 0.9036
C 3.41074 -1.10877 0.69408 0.0290 -0.0194 -0.0210 -0.2939
C 4.10554 -0.41989 -0.30062 0.0317 -0.0073 -0.0010 -0.0652
C 5.25461 -0.97647 -0.84147 -0.0131 0.0047 0.0178 -0.0594
C 5.70742 -2.20977 -0.38943 -0.0078 0.0036 0.0166 -0.0624
C 5.01555 -2.89381 0.60199 0.0182 -0.0052 -0.0055 -0.0612
C 3.86398 -2.34666 1.14615 -0.0031 0.0134 -0.0130 -0.0602
C 0.82227 -1.66143 1.88674 0.0074 -0.0332 0.0239 -0.2811
C 0.23304 -2.42671 0.87556 -0.0046 -0.0063 0.0302 -0.0741
C -0.60131 -3.48054 1.20459 0.0180 -0.0022 -0.0071 -0.0601
C -0.84463 -3.77907 2.54130 0.0030 -0.0172 0.0015 -0.0629
C -0.25894 -3.02477 3.54655 0.0098 0.0115 0.0142 -0.0542
C 0.57896 -1.96487 3.22484 -0.0046 0.0044 -0.0422 -0.0547
C 2.36630 0.64919 2.78533 0.0353 0.0529 -0.0010 -0.2859
C 3.70108 0.89272 3.10401 -0.0357 0.0017 0.0276 -0.0495
C 4.01076 1.75549 4.14454 0.0030 -0.0100 -0.0115 -0.0502
C 2.99492 2.37262 4.85749 0.0101 0.0026 0.0039 -0.0462
C 1.66230 2.13326 4.54054 -0.0168 -0.0084 -0.0096 -0.0494
C 1.34365 1.27512 3.50483 0.0221 -0.0084 -0.0105 -0.0928
H 3.75340 0.54634 -0.64094 -0.0006 0.0051 -0.0055 0.1164
H 5.79951 -0.44470 -1.60983 0.0013 0.0014 -0.0017 0.1160
H 6.60657 -2.63984 -0.81076 0.0010 -0.0001 -0.0019 0.1151
H 5.37175 -3.85409 0.94967 -0.0014 -0.0007 -0.0029 0.1144
H 3.31878 -2.88397 1.91278 -0.0031 0.0013 0.0018 0.1156
H 0.43335 -2.20478 -0.16637 0.0216 -0.0048 -0.0262 0.0963
H -1.05421 -4.07253 0.41993 0.0004 -0.0009 -0.0010 0.1165
H -1.49131 -4.60779 2.79858 -0.0024 0.0007 -0.0009 0.1159
H -0.44903 -3.26158 4.58464 -0.0001 -0.0011 -0.0011 0.1151
H 1.04069 -1.38209 4.01118 0.0022 -0.0049 -0.0043 0.1099
H 4.49480 0.41829 2.54197 -0.0001 -0.0012 -0.0038 0.1103
H 5.04532 1.94947 4.39181 -0.0003 0.0023 0.0017 0.1148
H 3.24024 3.04924 5.66534 -0.0003 0.0001 0.0002 0.1153
H 0.87433 2.62240 5.09686 0.0001 0.0012 0.0000 0.1161
H 0.30482 1.10521 3.24711 0.0028 -0.0046 0.0014 0.1129
C -1.50319 3.93487 -2.88962 0.0362 -0.0029 -0.0218 -0.1664
Si -2.69452 3.56092 -1.50857 0.0079 -0.0029 -0.0200 0.4528
C -4.34408 3.16527 -2.26106 -0.0670 -0.0435 0.0099 -0.1535
C -2.80252 4.94728 -0.27125 0.0242 0.0515 0.0452 -0.1493
N -2.01456 2.11957 -0.62953 -0.0880 -0.1902 -0.0635 -0.2365
C -2.80364 1.34102 0.25714 0.0106 -0.0464 -0.1855 -0.3283
C -4.04988 1.74546 0.73380 0.0738 0.0831 0.1602 -0.0289
C -4.77010 0.92737 1.58944 0.0234 -0.0095 0.0114 -0.0509
C -4.26617 -0.29840 2.00835 -0.0062 0.0336 -0.0111 -0.0713
C -3.02226 -0.70494 1.55687 0.0080 -0.0090 0.0502 -0.0611
C -2.31358 0.10123 0.67884 0.1426 0.0149 0.0041 -0.0689
H -2.04329 4.55276 -3.61173 0.0099 0.0069 -0.0039 0.0488
H -1.18843 3.03559 -3.42707 -0.0070 -0.0031 -0.0077 0.0364
H -0.62452 4.49268 -2.57191 0.0060 -0.0013 -0.0106 0.0224
H -4.56595 3.97520 -2.96203 -0.0126 -0.0067 -0.0031 0.0466
H -5.16830 3.11802 -1.55126 -0.0066 -0.0169 -0.0101 0.0304
H -4.29767 2.23404 -2.82287 -0.0138 -0.0258 -0.0185 0.0223
H -1.91487 5.57971 -0.31925 0.0064 -0.0057 0.0261 0.0245
H -2.87331 4.56865 0.75040 -0.0243 0.0149 0.0043 0.0367
H -3.67833 5.57110 -0.46101 0.0094 0.0141 -0.0054 0.0429
H -4.44823 2.71098 0.46005 -0.0182 -0.0130 -0.0160 0.0896
H -5.73848 1.25902 1.94035 -0.0018 0.0002 0.0019 0.1150
H -4.83754 -0.92572 2.67819 -0.0066 0.0021 0.0012 0.1089
H -2.60213 -1.65383 1.86599 -0.0114 0.0243 -0.0097 0.0932
H -1.36633 -0.30391 0.30917 0.0012 -0.0759 -0.1247 0.0652
O 0.65936 5.26912 0.24420 0.1045 -0.1031 0.0066 -0.3525
Se 1.27796 3.81048 0.29685 0.0927 0.2951 0.0049 0.9344
O 2.79897 3.52472 0.65183 -0.0916 -0.0010 -0.0192 -0.3639
O 0.22984 2.69533 1.03191 0.0349 0.3235 0.1844 -0.5281
O 0.93765 3.02357 -1.29977 0.0436 -0.0148 -0.0853 -0.5006